(1)
16
Properties=species:S:1:pos:R:3:nbo_charge:R:1 method="wB97M-V/def2-TZVPD" e_above_lowest_kj_mol=167.4 total_charge=0 homo_lumo_gap_ev=9.02 e_lumo_ha=0.017 e_homo_ev=-8.56 smiles="[H]/N=C/N.CSC"
C -0.62562 -0.19296 2.35048 -0.748
S -0.18582 1.50992 2.61036 0.177
C -1.37426 1.74708 3.98253 -0.751
H -0.01262 -0.68692 3.08981 0.215
H -1.65315 -0.31756 2.66308 0.221
H -0.31967 -0.45009 1.28834 0.231
H -1.59773 0.75772 4.52216 0.210
H -2.30098 2.08464 3.55865 0.214
H -1.10239 2.34670 4.83915 0.231
N 2.17803 -0.56010 -3.66300 -0.795
C 0.97819 -1.03815 -4.12698 0.310
N 0.76605 -1.60307 -5.27243 -0.770
H 2.32865 -0.28875 -2.76886 0.378
H 2.89994 -1.21670 -3.99335 0.387
H 0.13442 -0.89620 -3.43203 0.130
H -0.11302 -1.19557 -5.64792 0.360

---

(2)
11
Properties=species:S:1:pos:R:3:nbo_charge:R:1 method="wB97M-V/def2-TZVPD" e_above_lowest_kj_mol=365.3 total_charge=0 homo_lumo_gap_ev=8.84 e_lumo_ha=0.008 e_homo_ev=-8.63
C -1.89042 1.09513 0.01295 -0.139
C -0.76686 0.26748 0.15384 0.384
N -2.94274 0.24416 -0.08523 -0.208
N -1.10593 -0.97370 0.13782 -0.290
N -2.40091 -0.97676 0.00226 -0.158
O 1.03835 0.76641 0.13186 -0.817
P 1.76638 -0.58738 -0.04428 0.709
H -1.83781 2.13316 -0.22173 0.242
H -2.74163 -1.88080 -0.35037 0.426
H 2.93977 0.13665 0.34214 -0.055
H 1.64478 -0.49577 -1.46171 -0.094

---

(3)
217
Properties=species:S:1:pos:R:3:lowdin_charge:R:1 method="wB97M-V/def2-TZVPD" total_charge=0 homo_lumo_gap_ev=3.72 e_lumo_ha=-0.137 e_homo_ev=-7.44
Pb -10.63849 -20.97018 -1.56566 1.409
C -11.17362 -23.05822 2.99580 -0.438
O -12.45527 -22.80220 2.42951 -0.120
O -10.25286 -22.98196 1.93044 -0.218
C -11.00738 -22.21216 4.31454 -0.594
F -10.91729 -20.86942 4.13852 0.108
F -12.01929 -22.31836 5.15639 0.147
F -9.90233 -22.53420 4.95335 0.152
C -13.64237 -23.51703 2.87024 -0.245
C -14.86194 -23.18377 2.00712 -0.079
H -15.82088 -23.45577 2.44819 0.069
H -14.99454 -22.10365 1.94484 0.071
H -14.90846 -23.62365 1.01091 0.064
H -13.90985 -23.20838 3.88083 0.099
H -13.46922 -24.58217 3.02387 0.112
H -11.16091 -24.09446 3.33364 0.139
C -13.21266 -18.66465 -5.26800 -0.455
O -14.08463 -19.03488 -4.21270 -0.112
O -11.93940 -18.96361 -4.83728 -0.197
C -13.67933 -19.35590 -6.64193 -0.596
F -13.87804 -20.66702 -6.60139 0.151
F -14.82695 -18.85238 -7.06209 0.137
F -12.80484 -19.09775 -7.61688 0.134
C -15.31557 -18.29899 -3.95097 -0.228
C -15.96263 -18.65876 -2.57663 -0.077
H -16.92152 -18.18306 -2.37087 0.065
H -16.24498 -19.70991 -2.51779 0.062
H -15.29892 -18.51246 -1.72446 0.063
H -16.05233 -18.45164 -4.73962 0.104
H -15.16628 -17.21960 -3.92400 0.106
H -13.15979 -17.57941 -5.35500 0.145
C -12.31359 -27.02542 -8.10053 -0.063
C -12.33619 -27.25886 -6.63760 -0.321
O -12.60483 -26.09444 -5.92491 -0.184
P -13.10190 -26.20343 -4.41064 0.535
O -12.93849 -24.87745 -3.64007 -0.289
O -14.67083 -26.69822 -4.44042 -0.199
C -15.68865 -25.77710 -4.81035 -0.278
C -15.73064 -25.50307 -6.27590 -0.079
O -12.20964 -27.39352 -3.77449 -0.164
C -12.32773 -27.55534 -2.37907 -0.283
C -13.72504 -27.81038 -1.78403 -0.081
H -11.49244 -26.35588 -8.35654 0.083
H -12.12976 -27.90048 -8.72387 0.086
H -13.24275 -26.53494 -8.39068 0.080
H -13.16891 -27.91674 -6.38886 0.120
H -11.38920 -27.63983 -6.25527 0.124
H -16.69695 -26.12231 -4.58174 0.122
H -15.49083 -24.86636 -4.24508 0.114
H -16.32546 -24.61164 -6.47500 0.089
H -14.72314 -25.31160 -6.64520 0.059
H -16.08937 -26.29177 -6.93724 0.083
H -11.73792 -28.42115 -2.07806 0.116
H -11.90968 -26.71191 -1.82957 0.113
H -14.29992 -28.52534 -2.37263 0.076
H -13.77402 -28.20965 -0.77097 0.078
H -14.27462 -26.86942 -1.75841 0.066
C -11.88335 -13.21413 -1.04265 -0.099
C -11.43870 -14.45388 -0.38932 -0.280
O -12.01887 -14.49474 0.94463 -0.195
P -11.87718 -15.86450 1.85366 0.477
O -11.95798 -17.11208 1.10312 -0.235
O -10.47286 -15.69562 2.69854 -0.197
C -10.31177 -14.63194 3.59297 -0.295
C -9.87926 -15.19962 4.97696 -0.057
O -12.98829 -15.54897 2.96642 -0.187
C -13.50382 -16.71256 3.69827 -0.253
C -14.86176 -16.32326 4.16270 -0.086
H -12.97236 -13.16989 -1.05653 0.083
H -11.56862 -12.35787 -0.44611 0.082
H -11.54669 -13.06612 -2.06873 0.087
H -11.81098 -15.27915 -0.99631 0.119
H -10.35894 -14.36426 -0.27022 0.123
H -9.44833 -14.10278 3.18979 0.117
H -11.21541 -14.04471 3.75635 0.113
H -10.60931 -15.98097 5.18822 0.064
H -8.89419 -15.66595 4.96035 0.074
H -9.91723 -14.41799 5.73571 0.074
H -13.53061 -17.60687 3.07570 0.114
H -12.95228 -17.04003 4.57956 0.115
H -15.58164 -16.55616 3.37807 0.083
H -15.09181 -16.99227 4.99192 0.077
H -15.03451 -15.39013 4.69892 0.086
C -26.94162 -26.60633 -1.96447 -0.064
C -26.16256 -25.99754 -0.78012 -0.302
O -25.52428 -27.08244 -0.17206 -0.192
P -24.80947 -26.85101 1.27994 0.535
O -24.46544 -25.40066 1.59644 -0.271
O -25.91960 -27.43180 2.29380 -0.197
C -25.60831 -27.66472 3.67882 -0.255
C -25.38162 -29.17239 3.87365 -0.074
O -23.67496 -28.05295 1.36170 -0.198
C -22.44206 -27.90246 0.58705 -0.277
C -21.38490 -27.54922 1.52801 -0.105
H -27.51226 -25.89853 -2.56571 0.073
H -26.26520 -27.14006 -2.63206 0.075
H -27.68849 -27.26934 -1.52777 0.076
H -25.46604 -25.19732 -1.03032 0.114
H -26.89893 -25.56172 -0.10490 0.116
H -24.67032 -27.18248 3.95400 0.108
H -26.41124 -27.35121 4.34600 0.119
H -24.84643 -29.29096 4.81578 0.075
H -26.36981 -29.63140 3.90349 0.074
H -24.80145 -29.60510 3.05863 0.068
H -22.16066 -28.91167 0.28635 0.119
H -22.42869 -27.24353 -0.28114 0.127
H -21.57087 -26.53875 1.89196 0.079
H -21.34506 -28.20559 2.39731 0.090
H -20.42571 -27.40229 1.03155 0.087
C 1.47182 -25.33560 3.62711 -0.056
O 0.18227 -24.85068 3.91442 -0.031
C -0.98010 -25.34281 3.35999 -0.510
O -1.07685 -26.09513 2.38340 0.097
O -1.98558 -24.70862 3.99495 -0.012
C -3.33108 -25.03130 3.74275 -0.055
H 1.39624 -26.34865 3.23198 0.095
H 2.11852 -25.36862 4.50391 0.090
H 1.90881 -24.60757 2.94366 0.096
H -3.50727 -26.09145 3.92479 0.094
H -3.48237 -25.00670 2.66358 0.091
H -4.08199 -24.46035 4.28886 0.100
C -17.59118 -24.99448 13.55955 -0.059
O -17.06606 -25.42786 12.31658 -0.022
C -15.82294 -25.01896 11.90644 -0.491
O -15.07124 -24.23532 12.52382 0.081
O -15.50427 -25.56283 10.69415 -0.028
C -14.33449 -25.25306 9.96387 -0.048
H -17.49189 -23.90923 13.58149 0.093
H -16.99677 -25.30343 14.41939 0.093
H -18.60675 -25.32353 13.77968 0.094
H -14.22956 -24.17439 10.08038 0.096
H -14.35023 -25.64892 8.94842 0.098
H -13.41842 -25.64860 10.40258 0.092
C -5.02073 -23.91862 10.32691 -0.047
O -6.35004 -23.54778 10.60977 0.006
C -6.68441 -22.29854 10.39225 -0.575
O -5.95698 -21.43030 9.85931 0.084
O -7.99067 -22.26101 10.65420 0.010
C -8.66393 -21.03324 10.59444 -0.061
H -4.25967 -23.28443 10.78156 0.102
H -4.95459 -24.00635 9.24246 0.101
H -4.87932 -24.93030 10.70718 0.093
H -8.39751 -20.40138 11.44172 0.098
H -9.75256 -21.05287 10.64538 0.092
H -8.47435 -20.52191 9.65067 0.097
C -14.35505 -33.90192 9.02320 -0.056
O -14.29032 -32.71471 8.27325 -0.055
C -15.15950 -32.42381 7.25086 -0.488
O -16.08457 -33.19017 7.01094 0.111
O -14.93380 -31.24654 6.53965 -0.005
C -13.63551 -30.71558 6.64805 -0.080
H -13.56839 -34.01658 9.76893 0.096
H -14.28456 -34.74538 8.33639 0.096
H -15.33604 -34.00254 9.48757 0.096
H -13.29150 -30.59109 7.67482 0.090
H -13.62491 -29.73911 6.16381 0.098
H -12.90514 -31.38796 6.19797 0.097
C -5.20347 -18.87004 1.47074 -0.027
O -4.91304 -18.07758 0.31581 0.013
C -5.73530 -18.00627 -0.70890 -0.493
O -6.92382 -18.45902 -0.72953 0.035
O -5.09660 -17.45120 -1.81664 -0.026
C -5.67874 -17.53385 -3.09574 -0.065
H -6.21833 -18.64798 1.80064 0.094
H -4.67547 -18.50599 2.35209 0.094
H -5.04339 -19.94620 1.40475 0.102
H -6.24983 -18.45726 -3.19196 0.090
H -4.86995 -17.46549 -3.82325 0.095
H -6.34735 -16.70421 -3.32544 0.094
C -21.86872 -18.60000 -4.89298 -0.048
O -21.95594 -19.87347 -5.55993 -0.008
C -21.73580 -21.02280 -4.85471 -0.511
O -21.58908 -22.11969 -5.41415 0.096
O -21.65016 -20.78641 -3.50265 -0.044
C -21.61150 -21.92068 -2.60251 -0.035
H -22.24544 -17.79639 -5.52575 0.092
H -20.86866 -18.36581 -4.52809 0.096
H -22.55903 -18.59273 -4.04946 0.088
H -22.36814 -22.66715 -2.84413 0.093
H -21.86102 -21.75138 -1.55504 0.087
H -20.60665 -22.33868 -2.54212 0.094
C -5.69169 -24.99131 -2.65170 -0.040
O -5.98347 -24.90561 -4.02752 0.018
C -6.78714 -23.95780 -4.42646 -0.477
O -7.44243 -23.18336 -3.72800 0.078
O -6.97613 -24.10951 -5.89978 -0.066
C -7.84307 -23.18520 -6.64161 -0.060
H -5.28072 -24.06852 -2.24223 0.100
H -4.94471 -25.76511 -2.47462 0.100
H -6.58694 -25.23477 -2.07955 0.102
H -8.87367 -23.33423 -6.31949 0.083
H -7.80655 -23.29773 -7.72518 0.086
H -7.71584 -22.10896 -6.52491 0.083
C -21.18212 -18.83751 3.05353 -0.042
O -21.61228 -18.25500 1.82357 -0.013
C -22.06699 -16.98927 1.70934 -0.506
O -22.24530 -16.19178 2.65926 0.075
O -22.10678 -16.63014 0.39840 -0.024
C -22.19817 -15.31248 -0.08646 -0.053
H -22.01284 -19.05048 3.72632 0.095
H -20.41950 -18.30155 3.61855 0.096
H -20.72554 -19.78931 2.78205 0.093
H -21.59530 -15.11841 -0.97358 0.093
H -21.82400 -14.69043 0.72665 0.091
H -23.22642 -15.00964 -0.28415 0.094
C -19.99287 -26.75149 8.11875 -0.063
O -20.08067 -25.36825 8.26559 -0.024
C -19.24263 -24.49910 7.67510 -0.488
O -18.45301 -24.82815 6.74823 0.075
O -19.48051 -23.20036 8.07102 -0.024
C -20.34558 -22.86339 9.15468 -0.045
H -20.61053 -27.03379 7.26617 0.095
H -20.38236 -27.33300 8.95436 0.095
H -19.03518 -27.18759 7.83458 0.098
H -21.36174 -23.21103 8.96851 0.095
H -20.35829 -21.78571 9.31762 0.094
H -19.87733 -23.34021 10.01577 0.093